Density functional theory data (wB97M-V/def2-TZVPD) for a molecular structure, C7H7O6RuS in a non-equilibrium geometry.

Last column: natural (NBO) charge in e.
Element x y z (Å)
O: -0.682 4.504 -3.495  -0.394
C: -0.545 3.460 -3.063  0.408
Ru: 1.171 -0.672 -0.823  0.698
O: -0.921 -0.506 -3.059  -0.180
C: -0.103 -0.512 -2.221  0.466
C: 1.001 -2.519 -0.895  0.508
O: 0.857 -3.661 -1.069  -0.185
C: 2.861 -2.727 1.536  0.454
O: 3.588 -2.455 2.369  -0.378
C: 2.768 -0.722 -1.819  0.492
O: 3.755 -0.838 -2.416  -0.152
H: 0.701 0.555 -1.566  0.144
C: -1.924 1.139 0.473  -0.791
S: -0.445 0.761 1.433  1.436
C: -1.242 0.340 2.990  -0.788
O: -0.035 -0.644 0.861  -0.630
H: -2.420 1.986 0.952  0.333
H: -2.582 0.262 0.448  0.316
H: -1.641 1.424 -0.545  0.280
H: -1.964 -0.467 2.841  0.321
H: -0.465 0.051 3.702  0.319
H: -1.734 1.241 3.366  0.324

Output
* energy above the lowest of the compared OMol25 structures with the same formula, charge and spin: 277.21 kJ/mol
* net charge: +3
* calculated total energy: -1213.9211 a.u.
* molecular weight: 320.3 g/mol
* multiplicity: 5
* HOMO level (spin up / spin down): -21.70 / -21.68 eV